Molecular formula: C20H25AlF5NO7P2S
Method: DFT, ωB97M-V/def2-TZVPD

Properties
HOMO ... -7.85 eV
Energy relative to the best compared isomer or geometry (same formula, charge and spin) ... 124.26 kJ/mol
Total charge ... 0
Calculated total energy ... -86575.0897 eV

Geometry (Å):
C1 0.1924 2.7772 1.2457
C2 -0.7226 -0.5795 3.9695
Al1 0.0870 0.1441 -0.0657
O1 -1.3507 -2.6602 -2.7329
H1 1.0101 -2.5838 -4.2986
C3 1.0003 1.0470 3.9885
C4 1.5027 -3.1538 -3.5148
H2 0.7756 3.3603 0.5325
H3 -2.0832 2.1914 2.6287
O2 2.1035 -3.1826 -1.1596
C5 -2.6698 3.1416 -3.4880
H4 -3.0816 1.6274 1.2722
C6 0.3791 -0.0141 3.3351
H5 -0.4648 0.1384 -2.6475
H6 -1.3338 4.4756 -0.2270
O3 -0.7072 -1.4223 -0.6203
H7 -0.5840 -0.6436 -4.9416
C7 -1.2014 -0.1091 5.1794
H8 -0.1577 0.7828 -5.8552
F1 -1.3711 -1.6032 3.4023
H9 1.0849 -4.1604 -3.4828
H10 -1.8763 4.3305 1.4371
H11 -2.5689 2.4702 -5.5225
H12 2.5628 -3.2276 -3.7561
N1 -0.9921 1.5929 -0.5135
H13 -3.0113 5.2596 -3.6089
H14 1.1209 0.5476 -3.5148
C8 -2.2618 2.2932 -4.5003
H15 -1.7310 -1.8153 -3.0052
C9 -1.4461 1.8551 -1.7977
H16 -2.6424 3.6246 -1.4473
H17 0.7722 1.8806 1.4862
O4 -0.4921 -3.9417 -0.8130
F2 2.0640 1.6460 3.4471
C10 1.3847 -2.4686 -2.1547
H18 -3.8736 4.3224 -4.8283
F3 1.1560 2.5574 5.7994
H19 -1.7011 0.6884 1.7971
C11 -2.2697 2.9256 -2.1734
S1 1.0357 -0.6662 1.8375
F4 -1.0203 1.4198 6.9660
C12 -0.5665 0.9542 5.7998
H20 -1.7722 0.1066 -6.0101
C13 -1.1942 2.4772 0.6646
C14 -0.9701 0.3094 -5.3012
H21 0.1030 3.3407 2.1753
H22 -1.0716 -4.5688 -1.2509
C15 -2.0620 1.7029 1.6530
P1 -0.3281 -2.5575 -1.5267
C16 -1.8751 3.8343 0.4666
F5 -2.2712 -0.6695 5.7505
C17 0.5415 1.5317 5.2028
C18 -1.0747 0.9987 -2.8696
C19 -1.4525 1.2069 -4.1892
O5 3.6257 -1.0858 -2.0677
P2 2.1949 -0.7797 -2.1857
O6 1.8284 -0.1089 -3.5806
C20 -3.5471 4.3269 -3.7901
O7 1.5238 0.0646 -1.0944
H23 -2.9135 3.7403 0.1550
H24 2.9957 -2.7866 -1.1562
H25 -4.4320 4.3302 -3.1538

Löwdin atomic charge list, values in e, 8 entries: C -0.041; C -0.245; Al -0.078; O -0.072; H 0.072; C -0.244; C -0.057; H 0.105

Molecular formula: C20H25BrClN5O5S
Method: DFT, ωB97M-V/def2-TZVPD

Properties
HOMO ... -9.38 eV
Energy relative to the best compared isomer or geometry (same formula, charge and spin) ... 0.00 kJ/mol
Total charge ... 0
SMILES ... O=C(Nc1cc(Br)ccn1)NS(=O)(=O)c1ccc(Cl)cc1.CNC(=O)[C@@H](NC(C)=O)C(C)C
Calculated total energy ... -132234.8758 eV

Geometry (Å):
N1 0.2969 -2.2662 -1.4310
H1 2.5044 2.2178 -2.0298
H2 0.4659 -1.4142 -1.9466
C1 -0.8729 3.6145 2.2418
H3 1.0157 6.1104 0.4515
H4 1.9014 -3.1460 -2.4530
H5 0.1840 1.7528 1.8858
C2 -3.1738 2.0154 2.4243
H6 0.4108 -4.0984 -2.4590
H7 -1.4325 -4.1737 3.0844
C3 -0.9881 -3.2630 0.5074
C4 3.2446 2.5527 -4.0002
C5 3.0141 4.8216 -4.7568
H8 1.4280 5.8324 -1.6690
H9 1.4173 -4.0035 -0.9849
H10 -0.5811 -5.4760 2.2323
C6 -0.5609 -2.1057 -0.4138
C7 1.2923 4.2894 -0.3528
C8 -0.7782 2.2236 2.0864
H11 -1.5828 -7.1584 -0.7413
Br1 3.7963 0.7423 -4.2611
C9 2.6452 2.9529 -2.8113
O1 -3.1723 -5.0749 0.8525
N2 -1.2691 -4.5173 -0.2218
H12 -4.2349 3.8490 2.7743
O2 1.3585 3.0960 -0.1370
H13 -0.5464 -1.7419 2.8044
Cl1 -4.6072 1.0266 2.5400
C10 -2.3276 -5.2991 -0.0025
H14 -2.2108 5.2763 2.6290
H15 -2.5285 -6.2097 -1.9221
H16 -1.9155 -2.9309 0.9762
N3 2.4279 5.1954 -3.6080
H17 0.2461 -4.5802 3.5061
H18 1.0503 -2.3946 3.2243
C11 3.4324 3.5118 -4.9872
H19 3.1673 5.5657 -5.5326
H20 -3.3525 -7.0632 -0.5989
C12 0.0344 -3.4808 1.6489
H21 -0.6404 -4.7817 -0.9600
C13 -2.4520 -6.5198 -0.8822
C14 -3.2662 3.4002 2.5805
H22 3.9002 3.2486 -5.9289
S1 0.6104 4.6659 2.1435
C15 -1.9286 1.4324 2.1735
O3 1.8360 4.0006 2.6066
C16 1.0450 -3.4527 -1.8494
C17 -2.1231 4.1997 2.4922
C18 0.3656 -2.1840 2.4025
O4 -1.0408 -0.9952 -0.2299
H23 -1.8578 0.3581 2.0296
H24 0.8517 -1.4675 1.7409
N4 1.6522 4.8562 -1.5455
N5 0.7379 5.1477 0.5344
O5 0.3727 5.9165 2.8788
C19 2.2447 4.2848 -2.6489
H25 0.9620 -3.8657 1.2260
C20 -0.4683 -4.4933 2.6875

Löwdin atomic charge list, values in e, 8 entries: N 0.047; H 0.097; H 0.144; C -0.250; H 0.128; H 0.091; H 0.118; C -0.638

Molecular formula: C20H25Ca2ClLiN7O14P
Method: DFT, ωB97M-V/def2-TZVPD

Properties
HOMO ... -9.24 eV
Total charge ... +1
Calculated total energy ... -119103.0563 eV

Geometry (Å):
O1 0.2434 4.1686 1.8461
C1 -1.1093 1.0992 1.9659
H1 2.4339 -2.4479 -0.5739
H2 4.0217 -6.9973 1.4160
Cl1 2.2043 1.8220 -7.0302
C2 3.6925 -7.0939 2.4521
H3 -3.5554 -2.0900 -0.0225
O2 -1.5156 -1.7451 -0.9366
N1 3.5317 -4.6610 3.5937
N2 -0.0196 1.8241 1.3059
O3 1.0446 1.1592 -3.0977
H4 2.7798 0.2226 -0.3666
H5 -1.4039 -2.3784 2.0597
O4 -3.6468 -1.4898 4.0607
H6 -7.1004 0.9885 -0.9291
C3 1.0857 0.9012 1.0490
C4 0.7388 0.0072 -3.6853
H7 2.7145 -7.5782 2.4719
O5 -1.2570 -3.5229 -2.1398
N3 3.1689 3.2693 0.4512
C5 4.5782 5.1761 2.6043
O6 5.4280 4.3466 2.2217
H8 -0.5531 0.1316 -5.3646
C6 -6.3387 0.5380 -0.1947
H9 -0.3699 2.5926 -4.9545
H10 -6.9343 1.8925 1.6538
C7 -4.2652 -1.2421 0.3196
H11 0.7521 -2.2437 -0.5702
C8 1.4517 2.3537 -3.8054
O7 3.7941 4.6344 3.4081
C9 -5.3601 -0.6156 -0.6435
H12 2.1258 2.1119 -4.6318
C10 0.5107 -0.0159 -5.1645
N4 1.5468 -2.7479 -0.1119
Ca1 4.3196 1.1408 -1.1236
N5 -2.3253 1.7837 2.3780
C11 -1.5735 -1.4471 2.7370
C12 -4.1673 -0.7250 1.7908
O8 1.1561 -3.1420 2.6921
O9 2.9063 4.3499 0.0131
H13 0.8188 -0.9946 -5.5500
O10 -2.9809 -2.2668 -2.4377
Ca2 2.2422 -1.8231 -3.3020
C13 3.6028 -5.7364 3.0881
H14 3.3240 1.1724 1.2193
O11 2.6458 2.3496 -0.4232
C14 0.5497 -0.4482 1.5952
H15 -2.1752 2.8110 2.4749
Li1 0.2111 -0.5915 4.6833
C15 -3.1517 -1.2233 2.9048
H16 -5.1624 0.8443 3.3201
O12 4.5219 6.3445 2.2442
C16 -6.2414 1.0483 1.2817
O13 -0.3129 3.6503 -0.3845
H17 2.0341 2.9472 -3.0941
N6 -0.8176 -0.3105 2.1366
H18 -2.7010 1.4249 3.2707
C17 -5.1879 0.4100 2.2453
O14 0.5697 -1.0105 -3.0080
C18 -0.0227 3.2984 0.9398
P1 1.6775 -1.9766 1.5036
H19 1.1041 0.7279 -5.7118
H20 0.5617 4.0827 -4.7311
N7 -1.9215 -2.5134 -1.8437
H21 -5.4652 -1.0004 -1.7147
C19 2.5139 1.1163 0.3651
H22 -0.3876 3.3970 -3.3943
C20 0.2476 3.1543 -4.2504
H23 1.8888 -3.8244 2.6531
H24 4.4077 -7.7125 2.9973
H25 -1.1272 -1.6768 3.7782

Löwdin atomic charge list, values in e, 8 entries: O -0.017; C -0.105; H -0.056; H 0.083; Cl -0.350; C -0.047; H 0.086; O -0.127

Molecular formula: C20H25CaN4O5
Method: DFT, ωB97M-V/def2-TZVPD

Properties
HOMO ... -11.31 eV
Energy relative to the best compared isomer or geometry (same formula, charge and spin) ... 0.00 kJ/mol
Total charge ... +1
Calculated total energy ... -55781.1699 eV

Geometry (Å):
H1 -0.6566 4.9927 -4.0374
C1 0.1593 4.5537 -3.4783
C2 2.1223 1.6050 1.5908
O1 -1.1401 1.2545 0.7680
H2 1.7894 0.9379 -1.3130
C3 2.5068 4.1692 -3.1748
H3 3.0507 5.2524 2.4199
O2 -1.3285 3.4507 0.3168
H4 -3.6840 -5.2928 1.0427
C4 -2.8585 -4.6261 0.7820
C5 2.7970 4.2266 2.1870
C6 1.6567 2.6359 0.7842
H5 -2.4172 -4.2214 2.8642
H6 1.6733 5.2847 -4.8093
C7 -2.4704 -2.1962 -0.0254
C8 2.2354 3.4571 -2.0167
H7 -1.1314 3.7588 -1.9742
H8 -0.6844 -2.8738 2.2537
N1 -0.7447 -3.7466 1.7538
C9 -1.3303 -2.6262 -0.9790
H9 0.8295 -5.2889 -0.5654
H10 3.9109 3.4124 3.8304
C10 1.9892 3.9496 1.0940
C11 -0.7385 2.3972 0.2895
O3 0.9244 0.9775 -0.8872
C12 2.9377 1.8818 2.6814
C13 0.9262 3.2818 -1.5735
H11 -3.7758 -1.3896 -1.4057
H12 -1.5920 -5.6141 2.2280
C14 -0.1137 3.8372 -2.3178
C15 0.2285 -4.0186 0.8897
H13 -0.5638 -5.7666 0.2739
Ca1 -1.1285 0.2521 -1.0190
N2 1.2294 -3.1511 0.7078
N3 -3.1819 -1.0348 -0.6581
C16 -1.9285 -4.6067 1.9706
O4 -1.3395 -3.7308 -1.4917
N4 0.2567 -5.1888 0.2567
H14 3.0594 3.0548 -1.4359
H15 3.3055 1.0768 3.3046
H16 -4.1465 -3.4646 -0.4200
H17 -1.9791 -1.7805 0.8609
H18 1.8647 -3.2867 -0.0616
C17 -3.4393 -3.2842 0.3944
C18 3.2784 3.1932 2.9801
H19 -3.8047 -0.5950 0.0154
C19 1.4653 4.7206 -3.9095
O5 -0.4183 -1.7122 -1.1078
C20 0.7101 2.3666 -0.3780
H20 1.8389 0.5854 1.3637
H21 1.6107 4.7640 0.4879
H22 -4.0280 -2.8769 1.2253
H23 1.1074 -2.1963 1.0083
H24 -2.3702 -5.0627 -0.0882
H25 3.5307 4.3020 -3.4982

Löwdin atomic charge list, values in e, 8 entries: H 0.110; C -0.061; C -0.026; O -0.222; H 0.124; C -0.059; H 0.111; O 0.105

Molecular formula: C20H25ClN2O2
Method: DFT, ωB97M-V/def2-TZVPD

Properties
HOMO ... -7.68 eV
Energy relative to the best compared isomer or geometry (same formula, charge and spin) ... 149.03 kJ/mol
Total charge ... 0
SMILES ... Cc1ccccc1OC[C@H](O)CN1CCN(c2ccc(Cl)cc2)CC1
Calculated total energy ... -40743.0530 eV

Geometry (Å):
C1 -0.4835 2.3345 3.3588
H1 -2.8716 -1.6985 0.4005
H2 -0.2096 -1.9267 -3.3502
H3 3.6325 1.2592 1.1649
N1 -1.5884 -0.5938 -2.5304
H4 -2.3106 1.1521 -3.4086
H5 2.7777 1.4860 3.3546
H6 -0.0623 2.3587 -2.7606
H7 -1.9094 -2.3392 -3.6097
H8 2.4434 0.7492 -0.0444
C2 1.4385 -2.3764 -0.3913
H9 -1.6671 2.7120 1.6253
C3 2.6572 -1.8082 1.5883
H10 -2.1457 -3.3896 -1.5509
H11 -0.6302 -1.3207 2.0696
C4 0.3454 2.1556 1.1111
C5 1.8012 1.7460 2.9727
C6 1.4762 -1.4620 2.2227
Cl1 4.1630 -1.6588 2.4302
H12 0.9227 1.9293 4.9185
H13 3.5602 -2.5366 -0.2092
H14 -1.6721 -0.3914 0.4638
H15 -1.3014 2.5417 4.0331
C7 -1.1911 -1.9544 -2.8761
C8 -2.0574 -1.2066 -0.1509
N2 -0.9823 -2.1370 -0.4196
H16 -0.4117 -3.6518 -1.7301
H17 1.4546 -2.7176 -1.4146
C9 -1.1764 -2.8825 -1.6375
O1 0.2453 2.1956 -0.2516
H18 0.2435 0.1328 -3.1036
H19 2.9257 2.4355 0.0412
H20 1.4891 -1.1116 3.2421
H21 0.0753 0.0916 -1.3452
H22 -3.4008 -1.2869 -1.8657
C10 -0.4587 0.2943 -2.2819
C11 -2.5992 -0.6464 -1.4862
H23 -3.0194 0.3477 -1.3327
C12 1.6155 1.8169 1.6048
C13 0.7595 1.9949 3.8533
H24 -1.3233 3.3830 -0.9074
H25 -1.7832 1.7703 -0.3144
O2 -2.0589 2.0010 -3.0160
C14 -1.0170 2.3300 -0.8603
C15 0.2291 -2.0272 0.2225
C16 -0.8741 1.7813 -2.2923
C17 -0.6939 2.4213 1.9909
C18 2.7266 1.5478 0.6399
C19 0.2794 -1.5727 1.5481
C20 2.6380 -2.2714 0.2842

Löwdin atomic charge list, values in e, 8 entries: C -0.091; H 0.127; H 0.111; H 0.072; N -0.172; H 0.084; H 0.112; H 0.149

Molecular formula: C20H25F9IN3O5P
Method: DFT, ωB97M-V/def2-TZVPD

Properties
HOMO ... -12.87 eV
Total charge ... +1
Calculated total energy ... -77694.8329 eV

Geometry (Å):
H1 1.1481 2.8741 -3.2302
H2 -1.3570 -0.9826 -0.4101
C1 -3.3006 5.7924 -1.0923
P1 3.0802 -2.7218 -2.8063
H3 0.6143 1.4642 1.6359
C2 -0.3572 -1.1153 1.4675
H4 1.4899 -8.6963 1.7557
C3 1.1959 1.0333 -0.9676
H5 -1.4186 3.5717 3.2217
H6 -1.1104 0.5460 0.3768
C4 0.8223 -7.8681 1.9856
H7 1.4138 3.1295 -0.7403
F1 -3.5949 2.7484 2.1373
H8 -1.2223 -1.2921 3.4124
N1 2.2088 -1.2545 -2.0603
H9 -1.3384 1.9651 2.5054
H10 2.1051 -6.3414 1.1718
F2 -2.6608 6.5526 -2.0041
C5 0.7641 2.4363 1.1528
H11 0.7612 -2.3252 -1.0700
H12 -0.2387 2.6066 -0.7729
H13 1.3093 -4.0761 -2.8990
F3 -2.1956 6.9475 0.5913
O1 0.9285 -7.1098 -0.3225
C6 3.0453 2.2403 -2.3175
C7 2.1958 3.1799 -3.1881
H14 0.8777 -1.9672 2.6183
F4 -3.4793 4.5540 -1.6109
C8 0.0985 -5.5601 1.1246
H15 -0.9184 -5.9085 1.3175
F5 -1.1929 5.1919 -0.2349
I1 2.2780 -2.3001 -5.0582
H16 -4.2635 6.2375 -0.8514
H17 2.5914 3.2342 -4.2013
O2 0.4862 -6.0016 -2.2254
C9 1.0824 -6.7119 1.0598
C10 1.1635 -1.3412 -1.2598
H18 -0.2047 -8.2205 1.8872
C11 -1.5462 -1.2685 2.3706
H19 -2.0551 -2.2103 2.1546
H20 0.9954 -7.5629 3.0174
H21 0.3683 -4.7813 1.8331
F6 -2.5333 2.8058 0.2210
H22 1.7577 2.7762 1.4503
C12 0.5231 -6.0518 -1.0356
O3 -0.1127 3.4226 1.6790
H23 3.9304 1.9239 -2.8634
C13 2.3155 1.0081 -1.8644
H24 -2.2653 -0.4594 2.2477
H25 3.3864 2.8143 -1.4546
N2 2.7930 -0.1065 -2.3714
C14 -0.6236 -0.3991 0.1575
F7 -2.6734 5.4483 2.4919
F8 2.2267 4.4616 -2.6551
C15 0.7448 2.3487 -0.3858
C16 -1.3135 3.0373 2.2775
C17 -2.3842 5.6913 0.1432
C18 -2.5779 3.3501 1.4700
C19 0.5985 -0.1890 -0.6849
O4 1.9834 -3.7597 -2.2746
F9 -4.3287 4.9019 1.1678
O5 0.1528 -5.0366 -0.2149
N3 0.8134 -1.5307 1.6990
C20 -2.9828 4.8543 1.3257

Löwdin atomic charge list, values in e, 8 entries: H 0.123; H 0.150; C -0.290; P 0.605; H 0.115; C -0.424; H 0.094; C -0.036

Molecular formula: C20H25INO8P
Method: DFT, ωB97M-V/def2-TZVPD

Properties
HOMO ... -8.90 eV
Total charge ... 0
SMILES ... CCOCCOCCOCc1c(ON=O)c2c(c(CC)c1P(C)O)C(=O)C(I)=CC2=O
Calculated total energy ... -56399.8884 eV

Geometry (Å):
H1 -4.5977 -2.6609 -1.7515
C1 2.6713 -1.0088 -0.3677
C2 3.3909 -2.2860 -0.7072
H2 2.8430 4.3633 -2.3274
C3 1.3965 1.4184 0.2581
H3 -0.7152 2.9502 -1.3385
C4 -0.3272 3.6772 -0.6228
C5 1.4806 0.3874 1.2124
O1 3.4745 -2.5263 3.3930
H4 -6.3071 -3.3335 0.5775
C6 -1.5619 -0.4509 0.6387
H5 2.5006 1.9888 -2.9703
N1 3.4241 -1.6912 2.5999
H6 -5.7656 -1.7321 0.0008
C7 -5.5291 -2.5716 0.6592
H7 2.7668 3.9297 -0.6253
C8 0.8563 0.4299 2.6019
P1 0.3728 2.8441 0.8527
H8 -1.3514 0.3774 -0.0536
C9 -1.4474 0.0170 2.0872
C10 -3.1585 -1.2881 -0.9024
H9 -6.2974 -2.2959 2.6785
C11 -5.4000 -2.0762 2.1003
H10 1.0858 2.6960 -2.2992
O2 -2.8718 -0.9386 0.4336
H11 0.3524 4.3721 -1.1161
C12 3.1596 -0.2908 -2.6757
O3 3.1559 -3.3482 -0.1834
H12 -2.2752 -0.4010 2.6607
H13 5.2035 -2.9389 -1.7629
O4 1.6035 3.8556 1.3318
H14 -5.2466 -0.9960 2.1236
H15 0.6204 1.4470 2.9145
C13 2.1329 -0.8027 0.8911
O5 -4.3034 -3.1664 0.2304
H16 -3.8131 -0.5242 -1.3389
C14 2.0904 2.3689 -2.0411
H17 -0.8273 -1.2460 0.4595
H18 4.0287 3.2545 -1.6727
C15 4.4371 -2.1751 -1.7615
H19 -3.0703 -3.4204 -1.3306
I1 5.6934 -1.0725 -4.2432
H20 -2.2440 -1.2967 -1.5068
C16 -3.8074 -2.6919 -0.9893
O6 2.2052 -1.8024 1.8376
C17 2.9770 3.5432 -1.6154
H21 -1.1848 4.2450 -0.2538
H22 -1.5074 1.1064 2.1495
O7 -0.2492 -0.4341 2.7056
O8 2.7109 0.1177 -3.7184
H23 -4.5294 -2.5365 2.5634
H24 1.2455 4.5209 1.9307
C18 2.5810 0.0146 -1.3257
C19 4.3367 -1.2178 -2.6793
C20 2.0018 1.2526 -1.0224
H25 1.5893 0.0435 3.3110

Löwdin atomic charge list, values in e, 8 entries: H 0.120; C 0.000; C -0.310; H 0.081; C -0.194; H 0.042; C -0.267; C -0.118

Molecular formula: C20H25IrN3O7S2
Method: DFT, ωB97M-V/def2-TZVPD

Properties
HOMO (spin up / spin down) ... -15.18 / -15.16 eV
Energy relative to the best compared isomer or geometry (same formula, charge and spin) ... 485.93 kJ/mol
Total charge ... +2
⟨S²⟩ ... 0.81
2S+1 ... 2
Calculated total energy ... -64435.5606 eV

Geometry (Å):
S1 -3.7395 -0.9990 0.3923
H1 3.1111 -1.8017 -2.2751
C1 -0.2511 -1.6952 -2.2102
H2 1.2049 -0.6792 -3.4035
H3 3.7475 -3.8690 -0.7456
C2 5.3323 1.5157 -0.0476
H4 -4.6641 2.3853 -1.0108
C3 -2.4228 2.7316 0.5348
H5 5.0224 2.1417 -2.0678
H6 -3.7482 -1.8417 2.6226
H7 -0.7435 0.9327 2.0515
C4 -2.5049 1.9685 1.8622
H8 -3.9813 1.0657 -1.9788
C5 -3.5892 -0.8409 2.2225
N1 -2.6633 1.8538 -0.6077
H9 -1.5242 -2.9409 -0.9959
Ir1 -1.3825 -0.0830 -0.5268
H10 -3.1420 3.5583 0.5466
C6 2.0982 -2.0109 -1.9661
C7 -2.2029 -0.3603 2.6427
H11 -5.5901 0.0873 -0.5813
H12 3.4926 -2.5821 0.4176
O1 0.6989 -0.3792 0.4786
C8 1.1440 0.7007 -0.0068
H13 -1.4163 3.1384 0.4160
H14 2.5814 1.7030 -2.0164
N2 -1.7113 0.7334 1.8009
O2 6.6796 1.0657 2.2552
H15 -5.0750 0.9424 0.8692
N3 5.5076 0.8304 2.3302
C9 3.1960 1.5072 -1.1513
O3 0.3304 1.5193 -0.4833
H16 -4.3984 -0.2158 2.5932
O4 -2.7549 -1.1508 -2.0809
O5 -1.8097 -1.2629 -4.3704
H17 -1.4919 -1.1847 2.5476
C10 1.0414 -1.3866 -2.6039
C11 3.3625 0.7369 1.1330
C12 2.6016 0.9872 -0.0027
C13 -0.5132 -2.6187 -1.2023
O6 4.8867 0.4553 3.2901
H18 2.6679 -4.1297 0.6445
C14 4.7190 1.0250 1.0966
C15 -4.7215 0.4834 -0.0499
H19 -2.2358 -0.0530 3.6966
H20 0.3753 -3.9956 0.1716
H21 2.9123 0.3453 2.0309
O7 -1.2584 0.5515 -2.7837
C16 1.8684 -2.8956 -0.9034
C17 3.0021 -3.4095 -0.0971
C18 0.5571 -3.2393 -0.5771
H22 -2.2006 2.2378 -1.4299
S2 -1.6511 -0.8492 -3.0295
H23 6.3967 1.7000 -0.0523
C19 4.5575 1.7562 -1.1733
H24 -2.1447 2.6185 2.6655
C20 -4.0278 1.4896 -0.9731
H25 -3.5350 1.7093 2.0908

Löwdin atomic charge list, values in e, 8 entries: S 1.028; H 0.140; C -0.315; H 0.139; H 0.106; C 0.044; H 0.155; C -0.130